{
  "formula": "C49H66BaFN6O3PS5",
  "method": "the ωB97M-V functional and the def2-TZVPD basis",
  "spin_multiplicity": 1,
  "orbital_gap_ev": 5.91,
  "de_lowest_kj_mol": 43.5,
  "total_energy_ha": -4918.7783,
  "elements": ["Ba", "S", "S", "S", "S", "S", "P", "F", "O", "O", "O", "N", "N", "N", "N", "N", "N", "C", "C", "C", "C", "C", "C", "C", "C", "C", "C", "C", "C", "C", "C", "C", "C", "C", "C", "C", "C", "C", "C", "C", "C", "C", "C", "C", "C", "C", "C", "C", "C", "C", "C", "C", "C", "C", "C", "C", "C", "C", "C", "C", "C", "C", "C", "C", "C", "C", "H", "H", "H", "H", "H", "H", "H", "H", "H", "H", "H", "H", "H", "H", "H", "H", "H", "H", "H", "H", "H", "H", "H", "H", "H", "H", "H", "H", "H", "H", "H", "H", "H", "H", "H", "H", "H", "H", "H", "H", "H", "H", "H", "H", "H", "H", "H", "H", "H", "H", "H", "H", "H", "H", "H", "H", "H", "H", "H", "H", "H", "H", "H", "H", "H", "H"],
  "coordinates": [[-0.7906, -0.2385, 0.5839], [6.5042, -0.5231, -2.8234], [4.0945, 0.9437, -1.8779], [4.3546, -1.7947, -1.1612], [1.6751, 1.5302, -0.3751], [1.9917, -1.9403, 0.5951], [-1.7675, -2.5025, -2.2630], [3.5800, 3.7107, 2.5696], [-3.7845, 2.8176, -1.2509], [-2.2549, 1.2411, -0.7227], [-0.9017, 2.2658, 1.6323], [2.0574, 0.7842, 2.9849], [0.2540, -0.6116, 3.3073], [5.5204, 2.9896, -1.9053], [4.3679, 4.1462, -0.0741], [-0.1504, 5.0744, -1.2238], [2.1136, -0.7243, 4.7836], [-3.0620, -3.8012, -2.0436], [-0.7938, 3.1802, 0.7859], [-2.7088, 2.4233, -0.7899], [-3.3165, -4.2145, -0.7346], [0.4087, 4.0238, 0.8627], [-4.9473, -5.8141, -1.4970], [-2.2301, -1.8894, -5.1332], [4.9617, 2.9232, 0.4632], [1.4336, -0.2334, 3.6781], [-2.3460, -1.3854, -3.6950], [-4.3125, 0.2080, 2.2248], [5.0900, -0.4663, -1.9769], [-4.2401, -5.2180, -0.4618], [3.5731, -0.6702, 4.8535], [2.9227, -0.9770, -0.4862], [0.0889, -4.3964, -1.5821], [-4.7149, -5.4047, -2.8047], [-4.4192, -3.8622, 3.6036], [2.1550, 4.9664, -0.4897], [3.0816, 4.4632, 0.3956], [-3.9290, -1.4174, 3.9339], [-3.7987, -1.0133, -3.3960], [-5.2533, -0.4219, -0.0287], [-3.2914, 0.9790, 4.4107], [-1.3423, 4.4108, -1.2076], [4.1237, 0.5974, 4.2284], [2.6497, 4.0317, 1.6378], [1.3396, 3.7570, 1.8647], [3.5107, 0.7333, 2.8480], [5.3323, 5.0824, -0.5869], [-4.3812, -2.4391, 3.0907], [0.1799, 5.8418, -2.4294], [-0.5418, -4.5604, -3.9567], [5.8834, 4.4491, -1.9046], [0.7749, 4.9665, -3.5405], [-0.3585, -1.7483, 3.9709], [-1.5067, -0.0957, -3.5922], [5.8983, 2.3367, -0.6152], [-4.7871, -2.1174, 1.7973], [1.5556, -1.8826, 5.4770], [2.8067, 0.3184, -0.8362], [-3.7768, -4.4152, -3.0743], [0.0447, -1.8514, 5.4309], [-4.7788, -0.7972, 1.3557], [0.7934, 4.7743, -0.2606], [-0.2865, -3.5732, -2.8182], [-3.8648, -0.0890, 3.5073], [0.8954, -2.6560, -3.1623], [-1.6409, 3.4208, -0.3541], [5.5194, 3.0809, 1.3858], [3.9982, -1.5407, 4.3445], [-6.1533, 0.1942, 0.0284], [-0.0706, -2.6729, 3.4421], [-5.6751, -6.5913, -1.2883], [-2.0065, 4.6158, -2.0397], [-4.1142, -0.1944, -4.0562], [4.5029, 2.9203, -1.9722], [-4.4769, -1.8562, -3.5485], [5.2102, 0.5357, 4.1776], [-0.4433, -0.2877, -3.7308], [1.0372, 3.1938, 2.7447], [1.0145, 5.5700, -4.4201], [1.9256, -1.8734, 6.4998], [-0.7812, -4.0703, -4.9015], [0.3649, -5.1590, -4.1145], [1.8110, -3.2544, -3.2627], [-5.1330, -2.9013, 1.1312], [-0.7389, 6.2945, -2.7861], [-3.3763, 1.9689, 3.9554], [-3.7997, 0.9946, 5.3778], [3.8203, 1.6532, 2.3716], [-1.4297, -1.6652, 3.8801], [6.1456, 5.2742, 0.1191], [-4.2960, 1.2402, 1.8680], [-1.8263, 0.6038, -4.3771], [0.9725, -5.0034, -1.8072], [-2.7829, -3.7431, 0.0846], [5.7747, 1.2631, -0.7197], [0.8409, 6.6583, -2.1527], [1.9145, -2.8059, 5.0095], [-3.4604, -4.1439, 4.0477], [-4.6463, -4.5683, 2.8037], [-0.3344, -0.9832, 5.9777], [-0.7218, -5.0760, -1.2986], [-5.4855, -1.3060, -0.6279], [3.8161, -0.0985, 2.2084], [6.9432, 2.5607, -0.4307], [5.9299, 2.5065, -2.6970], [5.4295, 4.8935, -2.7854], [0.7423, -2.1302, -4.1081], [1.6295, 0.9371, 2.0708], [-3.8912, -0.6575, -2.3676], [-2.2240, 0.7880, 4.5905], [-3.6024, -4.1232, -4.1045], [-2.6511, -1.1231, -5.7974], [3.8546, 1.4687, 4.8311], [-1.6568, 0.3988, -2.6299], [-4.4945, 0.1758, -0.5409], [6.9622, 4.5202, -1.9859], [1.6776, 4.4467, -3.2087], [3.8563, -0.7364, 5.9021], [0.3439, -3.7492, -0.7391], [-3.6018, -1.6655, 4.9441], [-4.4111, -5.5316, 0.5635], [-5.1836, -3.9758, 4.3749], [-0.3609, -2.7560, 5.8949], [0.0488, 4.2015, -3.8314], [-5.2629, -5.8628, -3.6218], [1.0682, -1.9241, -2.3653], [-1.3528, -5.2503, -3.7011], [4.8572, 6.0292, -0.8058], [4.1591, 2.2192, 0.6645], [2.5030, 5.2846, -1.4682], [-2.7767, -2.8211, -5.3198], [-1.1900, -2.0344, -5.4233]],
  "forces_ev_per_angstrom": [[0.2, -0.3, 0.5], [0.4, 0.4, -0.1], [-3.2, -3.8, -0.8], [0.0, 0.5, 0.0], [-0.4, -0.1, -0.1], [-0.3, 0.1, 0.1], [0.2, -0.1, -0.4], [0.0, 0.3, 0.2], [0.7, -0.3, 0.3], [-0.6, -0.4, 0.0], [-0.6, 0.2, -0.5], [0.1, -0.1, -0.1], [0.1, 0.2, -0.3], [1.1, 2.0, 0.4], [0.3, -0.3, 0.9], [-0.3, 0.3, -0.2], [0.0, -0.1, -0.1], [0.0, 0.1, 0.0], [0.5, -0.1, 0.5], [-0.4, 0.9, -0.3], [-0.1, 0.0, 0.0], [-0.4, 0.2, -0.4], [0.1, 0.1, 0.0], [-0.1, -0.2, -0.1], [0.3, 0.1, -0.5], [-0.1, -0.3, 0.1], [0.1, 0.0, 0.0], [0.0, -0.1, -0.4], [-0.8, -0.4, -0.2], [0.0, 0.0, 0.0], [-0.1, 0.2, -0.1], [0.7, -0.6, 0.0], [-0.1, 0.0, 0.2], [0.0, 0.0, 0.0], [0.0, 0.1, -0.1], [0.1, 0.3, -0.3], [0.2, 0.4, -0.8], [-0.1, -0.2, -0.2], [-0.1, 0.0, 0.1], [0.1, 0.0, 0.1], [0.1, -0.1, -0.1], [0.6, 0.2, -0.6], [-0.2, 0.0, -0.1], [-0.1, 0.0, 0.5], [-0.1, -0.1, 0.3], [0.0, 0.0, 0.2], [0.0, -0.5, -0.5], [0.2, 0.2, 0.4], [0.2, -0.4, -0.1], [-0.1, 0.0, -0.1], [0.1, 0.0, 0.3], [-0.1, 0.0, 0.1], [0.4, -0.1, 0.1], [-0.1, 0.0, 0.1], [0.7, 0.7, 0.8], [0.0, 0.1, 0.1], [0.0, 0.2, -0.2], [0.4, 0.3, -0.5], [-0.1, -0.1, -0.1], [0.0, -0.1, 0.0], [0.1, 0.3, 0.1], [-0.1, -0.1, 0.1], [0.0, 0.1, 0.0], [0.0, -0.1, 0.0], [-0.1, 0.0, 0.0], [-0.5, -0.6, 0.8], [0.1, 0.1, 0.1], [0.1, -0.1, -0.1], [0.0, 0.0, 0.0], [0.0, 0.1, 0.1], [0.1, 0.1, 0.0], [0.0, 0.0, 0.0], [0.1, -0.1, 0.1], [0.2, 0.3, -0.1], [0.0, 0.1, 0.1], [0.1, 0.0, 0.0], [0.1, 0.0, 0.0], [0.1, 0.1, -0.2], [0.0, 0.0, 0.1], [0.1, 0.1, 0.1], [0.0, -0.1, 0.1], [-0.1, 0.1, 0.0], [-0.1, 0.0, 0.0], [0.0, 0.0, 0.0], [-0.2, 0.1, 0.0], [0.0, -0.1, 0.0], [0.0, 0.0, 0.0], [0.0, -0.1, 0.2], [-0.4, 0.1, 0.0], [0.1, 0.0, 0.1], [0.0, -0.2, 0.1], [0.0, -0.1, 0.1], [0.0, 0.0, 0.0], [0.0, 0.0, 0.0], [0.7, 0.5, 0.5], [0.1, 0.0, 0.1], [0.1, -0.1, 0.0], [-0.1, 0.0, 0.0], [0.0, 0.0, 0.0], [0.0, 0.0, 0.0], [0.1, 0.1, 0.0], [0.1, 0.0, 0.1], [0.0, -0.2, -0.1], [0.2, 0.2, 0.0], [0.2, -0.3, -0.3], [-0.1, 0.0, -0.1], [0.0, 0.0, 0.1], [0.0, 0.0, 0.2], [-0.1, 0.0, -0.1], [-0.2, 0.1, 0.0], [0.0, -0.1, 0.2], [0.0, -0.1, 0.1], [0.0, 0.0, 0.0], [0.0, 0.0, -0.1], [-0.1, 0.0, 0.0], [0.1, 0.1, 0.0], [-0.1, 0.0, -0.1], [0.0, 0.0, 0.1], [0.0, -0.1, 0.0], [0.0, 0.0, -0.1], [0.0, 0.0, -0.1], [0.0, 0.0, 0.0], [0.0, 0.1, 0.0], [0.1, 0.1, 0.0], [0.0, 0.0, 0.1], [0.0, 0.0, -0.1], [0.1, 0.1, -0.1], [-0.1, 0.2, -0.1], [-0.1, 0.0, -0.2], [-0.1, 0.0, 0.2], [0.1, 0.2, 0.0], [0.0, 0.0, 0.0]]
}